A.
2 unconnected molecules or ions with the total composition C6H14O. Source: the OMol25 dataset; level of theory: the ωB97M-V functional and the def2-TZVPD basis.

Structure (XYZ):
```
21
Properties=species:S:1:pos:R:3
C -1.374 -1.404 -0.912
C -0.616 -1.436 0.388
C 0.646 -1.063 0.604
C 1.605 -0.491 -0.401
C 2.073 0.901 0.030
O 2.701 -1.396 -0.481
H -2.103 -2.221 -0.948
H -0.718 -1.504 -1.782
H -1.934 -0.466 -1.019
H -1.177 -1.803 1.247
H 1.058 -1.161 1.608
H 1.108 -0.407 -1.380
H 2.602 0.844 0.989
H 1.222 1.583 0.139
H 2.761 1.332 -0.709
H 3.358 -1.013 -1.076
C -2.341 1.870 0.753
H -3.179 1.169 0.732
H -2.235 2.344 -0.227
H -2.529 2.640 1.507
H -1.425 1.323 1.002
```

SMILES: C/C=C\[C@@H](C)O.C

B.
A single C6H14O molecule. Source: the OMol25 dataset; level of theory: the ωB97M-V functional and the def2-TZVPD basis.

Structure (XYZ):
```
21
Properties=species:S:1:pos:R:3
C 0.393 1.011 -3.354
C 0.993 0.748 -1.973
C -0.054 0.401 -0.917
C 0.551 0.017 0.433
C -0.521 -0.374 1.434
O 0.091 -0.849 2.607
C -0.837 -1.365 3.523
H 1.175 1.245 -4.086
H -0.303 1.858 -3.321
H -0.162 0.142 -3.729
H 1.723 -0.070 -2.036
H 1.554 1.633 -1.646
H -0.740 1.252 -0.792
H -0.666 -0.437 -1.282
H 1.154 0.838 0.841
H 1.225 -0.841 0.305
H -1.177 0.488 1.657
H -1.162 -1.162 0.995
H -1.510 -0.584 3.913
H -0.273 -1.793 4.356
H -1.455 -2.158 3.069
```

SMILES: CCCCCOC

C.
2 unconnected molecules or ions with the total composition C6H14O. Source: the OMol25 dataset; level of theory: the ωB97M-V functional and the def2-TZVPD basis.

Structure (XYZ):
```
21
Properties=species:S:1:pos:R:3
C 1.856 1.395 0.823
C 0.887 1.504 -0.083
C -0.558 1.199 0.210
C -1.172 0.024 -0.554
O -2.536 -0.044 -0.202
C -3.208 -1.102 -0.836
H 1.671 1.021 1.831
H 2.909 1.531 0.583
H 1.163 1.785 -1.101
H -1.157 2.085 -0.022
H -0.677 1.003 1.282
H -1.069 0.168 -1.644
H -0.670 -0.925 -0.299
H -3.173 -1.007 -1.933
H -4.253 -1.069 -0.514
H -2.783 -2.080 -0.560
C 2.563 -1.098 0.616
H 3.451 -0.780 1.186
H 2.879 -1.634 -0.270
H 1.931 -1.699 1.272
H 1.946 -0.278 0.215
```

SMILES: C=CCCOC.C

Stability ranking, top entry: B; the second entry is 37.4 kJ/mol less favorable.

A.
A single C6H14O molecule. Source: the OMol25 dataset; level of theory: the ωB97M-V functional and the def2-TZVPD basis.

Structure (XYZ):
```
21
Properties=species:S:1:pos:R:3
C -0.384 2.289 -1.311
O -1.128 1.221 -0.776
C -0.747 0.690 0.482
C 0.077 -0.604 0.354
C 0.440 -1.105 1.756
C -0.774 -1.650 -0.377
C 1.349 -0.318 -0.449
H 0.638 2.022 -1.619
H -0.309 3.136 -0.615
H -0.918 2.607 -2.211
H -1.685 0.458 1.006
H -0.205 1.436 1.088
H 1.052 -0.370 2.294
H 1.018 -2.035 1.699
H -0.456 -1.307 2.356
H -1.148 -1.243 -1.322
H -1.639 -1.948 0.230
H -0.189 -2.552 -0.593
H 1.102 0.245 -1.347
H 1.835 -1.239 -0.781
H 2.072 0.266 0.134
```

SMILES: COCC(C)(C)C

B.
2 unconnected molecules or ions with the total composition C6H14O. Source: the OMol25 dataset; level of theory: the ωB97M-V functional and the def2-TZVPD basis.

Structure (XYZ):
```
21
Properties=species:S:1:pos:R:3
C 0.865 1.040 -1.561
C -0.319 0.275 -1.382
C -0.307 -1.211 -1.712
C -1.314 0.734 -0.298
C -1.029 0.108 1.227
C -1.875 -1.092 1.535
H 1.641 0.424 -2.188
H 1.009 2.063 -1.344
H -1.322 -1.444 -2.147
H -0.281 -2.047 -0.910
H 0.694 -1.227 -2.341
H -1.263 1.774 -0.383
H -2.387 0.439 -0.625
H 0.013 0.009 1.210
H -1.311 0.815 2.047
H -1.372 -1.909 0.936
H -1.724 -1.594 2.489
H -2.966 -0.939 1.431
O 3.274 0.411 1.586
H 2.783 0.846 0.885
H 4.172 0.378 1.389
```

SMILES: C=C(C)CCC.O

Stability ranking, top entry: A; the second entry is 222.8 kJ/mol less favorable.

A.
A single C6H14O molecule. Source: the OMol25 dataset; level of theory: the ωB97M-V functional and the def2-TZVPD basis.

Structure (XYZ):
```
21
Properties=species:S:1:pos:R:3
C -2.630 -0.819 -1.065
C -2.127 -0.340 0.303
C -1.099 0.700 -0.143
C 0.146 0.617 0.685
C 1.341 0.530 -0.252
O 2.336 -0.334 0.388
C 3.449 -0.396 -0.472
H -3.426 -1.503 -0.795
H -1.806 -1.530 -1.415
H -2.938 0.011 -1.763
H -2.929 0.200 0.811
H -1.940 -1.207 1.006
H -0.829 0.701 -1.221
H -1.566 1.695 -0.113
H 0.164 -0.239 1.377
H 0.134 1.531 1.289
H 1.195 0.167 -1.308
H 1.754 1.543 -0.377
H 3.245 -0.835 -1.469
H 4.118 -1.045 0.088
H 3.930 0.577 -0.691
```

SMILES: CCCCCOC

B.
A molecular structure, C6H14O. Source: the OMol25 dataset; level of theory: the ωB97M-V functional and the def2-TZVPD basis.

Structure (XYZ):
```
21
C6H14O the ωB97M-V functional and the def2-TZVPD basis
C 2.850 0.229 1.533
C 1.377 0.258 1.758
C 0.734 0.760 0.512
C -0.790 0.518 0.438
C -1.036 -0.182 -0.876
O -2.408 -0.424 -1.020
C -2.698 -1.090 -2.217
H 3.309 1.212 1.408
H 2.730 -0.116 0.233
H 3.414 -0.350 2.299
H 0.987 -0.706 2.118
H 0.922 1.075 2.338
H 0.997 1.813 0.355
H 1.660 0.188 -0.411
H -1.415 1.426 0.477
H -1.159 -0.127 1.255
H -0.653 0.445 -1.699
H -0.456 -1.122 -0.892
H -2.391 -0.499 -3.095
H -3.779 -1.240 -2.251
H -2.195 -2.068 -2.265
```

Stability ranking, top entry: A; the second entry is 138.3 kJ/mol less favorable.

A.
A molecular structure, C5H10N2O2S. Source: the OMol25 dataset; level of theory: the ωB97M-V functional and the def2-TZVPD basis.

Structure (XYZ):
```
20
C5H10N2O2S the ωB97M-V functional and the def2-TZVPD basis
C -0.386 -1.790 0.068
C -0.576 0.607 0.245
C 0.322 -0.431 -0.326
C 1.689 -0.417 0.374
C 0.421 -0.271 -1.848
N -1.758 -1.694 0.146
N -3.187 0.214 1.330
O 0.273 -2.725 0.463
O -2.855 0.372 -1.418
S -2.176 -0.214 0.133
H -0.297 0.780 1.353
H -0.502 1.593 -0.224
H 1.430 -0.503 1.420
H 2.198 0.442 0.283
H 2.271 -1.172 -0.026
H 0.414 0.818 -2.212
H -0.282 -0.835 -2.342
H 1.350 -0.557 -2.390
H -3.814 0.953 0.941
H -3.658 -0.576 1.843
```

B.
A single C5H10N2O2S molecule. Source: the OMol25 dataset; level of theory: the ωB97M-V functional and the def2-TZVPD basis.

Structure (XYZ):
```
20
Properties=species:S:1:pos:R:3
C 1.778 0.047 1.113
C 0.276 -0.344 1.009
S 0.067 -2.071 0.602
C 0.267 -1.660 -1.201
N -0.242 -0.379 -1.385
C -0.446 0.329 -0.234
C -0.305 1.867 -0.298
N -1.941 0.186 0.190
O -2.379 0.959 1.049
O -2.560 -0.706 -0.307
H 2.353 -0.118 0.248
H 2.179 -0.870 1.570
H 1.948 0.676 2.015
H -0.331 -0.208 1.868
H -0.272 -2.365 -1.797
H 1.292 -1.650 -1.651
H -1.060 -0.404 -2.014
H -1.009 2.199 -0.954
H 0.771 2.150 -0.586
H -0.384 2.363 0.762
```

SMILES: C[C@@H]1SCN[C@@]1(C)[N+](=O)[O-]

Stability ranking, top entry: A; the second entry is 27.9 kJ/mol less favorable.